No. 1
This record from the OMol25 dataset describes 2 unconnected molecules or ions with the total composition C5H13NO. The level of theory is wB97M-V/def2-TZVPD.

gap between HOMO and LUMO: 9.74 eV
LUMO energy: 0.689 eV
HOMO level: -9.1 eV

Geometry as XYZ:
```
20
Properties=species:S:1:pos:R:3:forces:R:3
C -1.055807 1.088534 0.567419 1.1 -0.3 1.8
C 0.429175 0.759331 0.171570 -0.5 0.6 0.2
C 0.387259 -0.559624 -0.591287 -0.9 -0.5 -0.8
C -0.466636 0.576318 -2.694020 0.4 -0.8 0.2
C -0.373020 -0.524268 -1.948612 3.2 0.3 0.1
N -1.346482 0.526064 1.926364 0.2 0.0 -0.4
H -1.243576 2.152166 0.731016 0.0 0.0 -0.7
H -1.735931 0.653912 -0.158049 -0.1 0.2 0.0
H 1.044680 0.664826 1.071774 -0.3 -0.2 0.1
H 0.897831 1.632844 -0.296858 -0.1 -0.4 -0.7
H 1.316441 -1.166816 -0.650855 -0.1 0.8 -0.4
H -0.260854 -1.241694 -0.028042 -0.1 0.0 0.5
H -0.925871 0.479954 -3.667470 0.2 0.4 -0.2
H 0.151145 1.419978 -2.403686 -1.0 0.6 0.1
H -0.255011 -1.461632 -2.480185 -1.5 -0.5 0.2
H -0.906858 1.160112 2.586135 -0.2 0.0 0.1
H -0.797274 -0.321272 2.050802 -0.2 -0.2 -0.1
H 1.276934 -1.845180 1.302539 -0.1 0.1 0.0
H 2.246384 -2.359527 2.333734 -0.3 0.4 0.1
O 1.617477 -1.634026 2.177710 0.4 -0.6 0.0
```
Forces are in eV/Å.

These are the natural (NBO) partial charges, in e, on atoms 1 to 8: -0.221, -0.447, -0.457, -0.400, -0.182, -0.823, 0.193, 0.196

---

No. 2
This record from the OMol25 dataset describes 2 unconnected molecules or ions with the total composition C25H18N3O3S. The level of theory is wB97M-V/def2-TZVPD.

gap between HOMO and LUMO: 5.42 eV
LUMO energy: 1.640 eV
HOMO level: -3.8 eV
total charge: -1

Geometry as XYZ:
```
50
Properties=species:S:1:pos:R:3:forces:R:3
C -4.619901 2.008742 3.040977 0.5 -0.6 0.2
O -3.996226 0.761379 3.426327 -0.1 0.5 -0.3
C -2.712322 0.511681 3.052702 0.9 0.1 -0.2
C -2.196599 -0.773587 3.371027 -0.8 0.8 -0.2
C -0.898054 -1.092185 3.043033 0.7 0.4 0.0
C -0.026600 -0.121366 2.478744 -1.3 -0.1 -0.2
C 1.395983 -0.378396 2.443499 0.5 1.0 0.3
C 2.286352 0.642725 2.670448 -0.9 -1.1 0.1
C 3.687067 0.448654 2.769224 3.1 -0.4 0.3
N 4.846695 0.361976 2.910072 -2.5 0.3 -0.2
C 1.879171 1.939996 3.111509 -0.6 2.7 0.7
N 1.613761 3.012238 3.504612 0.6 -2.3 -0.8
C -0.594707 1.101809 2.050337 0.6 -0.3 0.2
C -1.890023 1.449126 2.370006 -1.2 -0.6 0.4
H -5.644480 1.905821 3.401907 0.2 0.2 -0.1
H -4.120768 2.865758 3.517054 -0.1 -0.2 -0.1
H -4.614433 2.142704 1.949458 0.0 -0.1 0.3
H -2.865257 -1.477544 3.872183 0.3 0.2 -0.2
H -0.514412 -2.087934 3.270565 0.0 0.3 0.0
H 1.748975 -1.408173 2.369756 0.2 0.2 -0.2
H -0.002699 1.797814 1.454522 -0.1 -0.2 0.3
H -2.281655 2.435936 2.110427 0.2 -0.4 0.0
C 0.328946 -6.521392 1.012200 0.1 -0.1 -0.2
C -0.126618 -5.399562 0.305159 0.3 0.1 0.5
C 0.644605 -4.236375 0.266930 0.2 -0.2 0.1
C 1.925124 -4.194101 0.868598 -0.3 -0.3 0.0
C 2.814105 -3.068578 0.661461 1.2 0.0 -0.1
C 2.453601 -1.982557 -0.150955 0.0 1.1 -0.8
N 2.182788 -1.030525 -0.794642 0.2 -1.4 1.1
S 4.559259 -3.597752 0.625202 -2.2 1.7 -0.8
C 5.365442 -2.349993 -0.387674 0.6 -0.1 -0.1
C 5.880775 -2.707848 -1.636033 -0.3 0.2 -0.1
C 6.500817 -1.731578 -2.421261 0.0 0.0 0.2
C 6.628078 -0.416008 -1.958841 -0.1 -0.3 0.1
C 6.163477 -0.090352 -0.683572 0.0 -0.2 0.0
C 5.567438 -1.069082 0.110820 -0.1 0.1 0.1
O 5.093081 -3.537343 1.958793 0.6 -0.3 0.3
O 4.607256 -4.818626 -0.136339 0.7 -0.6 0.0
C 2.346141 -5.325029 1.618213 -0.4 0.0 0.1
C 1.577085 -6.478665 1.656657 -0.5 0.3 -0.1
H -0.281258 -7.426253 1.061579 0.2 0.2 -0.1
H -1.082786 -5.419713 -0.221890 0.2 0.0 0.2
H 0.295272 -3.342253 -0.255807 0.1 -0.4 0.0
H 5.776235 -3.734541 -1.990145 0.0 0.3 0.1
H 6.891169 -2.019097 -3.397852 -0.1 0.2 0.2
H 7.113817 0.336369 -2.581795 -0.2 -0.2 0.2
H 6.269378 0.917325 -0.280689 0.0 -0.2 -0.2
H 5.264968 -0.836751 1.129586 0.0 -0.1 -0.4
H 3.260736 -5.297753 2.212781 -0.1 0.1 -0.4
H 1.954321 -7.344769 2.203969 -0.2 0.2 -0.1
```
Forces are in eV/Å.

These are the natural (NBO) partial charges, in e, on atoms 1 to 8: -0.256, -0.498, 0.339, -0.298, -0.077, -0.167, 0.034, -0.333

---

No. 3
This record from the OMol25 dataset describes a molecular structure, C43H36B2Br3F8MnN7O14. The level of theory is wB97M-V/def2-TZVPD.

gap between HOMO and LUMO (alpha / beta): 7.51 / 7.46 eV
⟨S²⟩: 8.752
LUMO energy (alpha / beta): -1.742 / -1.785 eV
HOMO level (alpha / beta): -9.3 / -9.3 eV
spin multiplicity: 6

Geometry as XYZ:
```
114
Properties=species:S:1:pos:R:3:forces:R:3
Mn 5.969116 14.404170 2.392230 -0.1 0.5 0.3
B 6.644201 13.582144 0.317659 1.2 -3.2 -3.9
F 7.644571 13.280338 1.193693 1.2 -0.1 0.5
F 6.308427 14.871323 0.382392 0.0 5.0 -0.1
F 6.886031 13.209002 -1.000698 -0.1 0.0 0.9
F 5.499751 13.034173 0.860762 -1.9 -2.3 0.5
B 5.794600 13.327331 4.461036 -0.1 -2.3 2.5
F 5.737250 14.674968 4.634317 0.3 2.8 0.7
F 4.807402 13.080671 3.581126 -2.8 -1.2 -1.5
F 6.924846 13.008394 3.778038 2.3 -0.6 -0.4
F 5.640289 12.603763 5.604832 0.2 -0.1 0.7
C 8.550847 10.867514 6.692972 0.8 0.2 0.3
Br 9.995808 9.957057 5.693594 -1.0 0.2 0.9
Br 9.203200 12.597133 7.272757 0.1 0.4 -0.3
Br 8.002366 10.010933 8.358582 0.3 -0.7 -1.0
H 7.703950 11.086284 6.042588 0.1 -0.4 0.1
C 5.529221 13.739782 8.410773 -1.3 2.1 0.5
C 5.743562 14.805003 9.296172 1.1 -0.1 0.9
C 6.342115 14.611762 10.562484 0.3 -1.1 -1.1
C 6.724733 13.285353 10.870349 -0.2 0.2 0.1
C 6.386653 12.232476 10.010243 -1.1 0.0 0.9
C 5.630410 12.465876 8.858743 2.1 -0.8 -0.2
N 7.437664 12.994589 12.177260 0.1 -0.4 2.4
O 7.852522 11.834307 12.388123 -0.8 2.4 -1.0
O 7.488601 13.893222 13.069459 -0.2 -1.9 -2.8
H 5.119692 14.010641 7.448839 0.0 -0.3 -0.2
H 5.538277 15.813242 8.967966 0.0 0.1 0.0
H 6.638646 15.431569 11.199963 -0.2 0.0 0.1
H 6.523914 11.181544 10.217880 0.5 0.3 0.6
H 5.480097 11.636848 8.183096 -0.4 -0.1 0.1
C 9.054294 16.464609 7.424488 -1.6 -1.0 0.2
C 9.526824 17.762569 7.520167 0.5 -1.6 0.0
C 8.893688 18.717747 6.806048 -0.5 1.7 -1.2
C 7.781868 18.444238 6.034008 -1.8 -0.5 -0.2
C 7.156638 17.136918 6.016898 1.6 1.7 0.7
C 7.830211 16.148203 6.751305 0.7 1.4 -0.3
N 7.118625 19.615569 5.310896 -1.8 1.3 -2.6
O 7.726109 20.701675 5.164954 -0.9 -2.9 1.0
O 5.965680 19.442282 4.753388 3.7 -0.2 2.2
H 9.476246 15.623634 7.954688 0.4 0.1 0.1
H 10.421596 18.094345 8.025846 0.1 -0.6 0.3
H 9.371655 19.685999 6.826942 -0.5 0.4 -0.3
H 6.215820 16.971217 5.513109 0.1 0.0 -0.1
H 7.408870 15.155097 6.802431 0.2 -0.1 0.0
C 2.344100 14.237403 6.264724 -0.7 0.3 0.9
C 1.281795 14.647860 5.449463 0.5 0.0 1.7
C 0.078723 15.097933 6.034436 -0.4 -0.8 -0.6
C -0.150995 15.001822 7.424581 2.4 0.1 -1.0
C 0.960997 14.628949 8.195149 -0.4 -0.2 0.8
C 2.202948 14.256173 7.679744 -0.8 0.1 -1.8
N -1.430468 15.297610 8.110259 -0.8 -0.5 -1.8
O -1.498292 15.137304 9.307351 0.0 0.3 -0.2
O -2.376304 15.567790 7.356841 1.1 0.0 1.1
H 3.248256 13.907740 5.774589 0.2 -0.1 0.2
H 1.484918 14.547880 4.393458 -0.7 0.4 -0.1
H -0.676965 15.359531 5.308555 -0.4 0.3 0.4
H 0.791286 14.596099 9.261226 0.1 0.0 0.2
H 3.007599 13.883606 8.296305 -0.1 0.2 0.2
C -0.352176 16.044113 -0.723244 0.9 1.3 -1.4
C 1.007464 16.310302 -0.847162 0.1 -0.2 -0.6
C 1.933336 15.622730 -0.085697 0.9 0.4 -0.1
C 1.526604 14.727555 0.877549 -0.9 1.2 -0.7
C 0.151340 14.550717 1.037962 0.2 -1.1 0.7
C -0.767116 15.190514 0.220655 -0.5 -1.1 1.6
N 2.496208 14.123405 1.795628 -1.2 0.2 -0.1
O 2.014651 13.242073 2.443884 0.4 -1.2 1.0
O 3.623444 14.567994 1.936870 -0.1 0.9 -0.7
H -1.082346 16.484328 -1.386177 0.1 0.3 0.0
H 1.354852 16.993321 -1.608229 0.1 0.1 0.0
H 2.993020 15.769574 -0.233686 0.1 0.2 0.0
H -0.206972 13.845869 1.773638 0.0 0.1 0.2
H -1.829367 15.064820 0.369759 0.0 -0.4 0.1
C 10.943127 19.186028 2.726922 -1.7 0.1 -0.6
C 9.735973 18.878690 2.055715 1.4 -0.3 0.9
C 9.034011 17.757592 2.416195 0.2 -0.8 -1.4
C 9.635406 16.808457 3.256948 -1.7 2.6 -0.5
C 10.674193 17.224906 4.070862 0.4 -0.9 0.0
C 11.321251 18.437692 3.848614 0.0 0.0 -1.0
N 9.035450 15.512264 3.364538 0.2 -1.1 0.7
O 9.705132 14.710352 3.968126 -0.6 -0.5 -0.1
O 7.939476 15.243834 2.837289 0.9 1.3 0.3
H 11.377784 20.043155 2.234158 1.0 0.1 0.9
H 9.444159 19.405308 1.159092 -0.1 0.4 0.3
H 8.188069 17.594752 1.764836 -0.3 -0.7 0.4
H 11.028731 16.509652 4.798256 0.1 0.2 0.2
H 12.186782 18.668474 4.451929 0.0 0.2 0.0
C 7.934920 9.705662 1.237394 -0.1 -1.4 -1.5
C 8.186579 10.428485 2.345688 1.9 1.2 1.3
C 9.516432 10.868669 2.609873 -0.6 -0.1 -0.5
C 10.574096 10.468518 1.767265 -1.1 1.3 1.7
C 10.233811 9.843490 0.592511 1.1 -1.2 -1.2
C 8.948928 9.435312 0.305506 -0.6 0.3 1.0
N 11.997919 10.783754 2.163633 1.0 0.1 -0.6
O 12.217493 11.277128 3.283960 -0.6 -1.0 -2.0
O 12.885502 10.519941 1.321826 -1.8 0.5 1.7
H 6.975975 9.238775 1.067580 -0.3 0.3 0.0
H 7.430478 10.673678 3.076852 -0.1 0.0 -0.1
H 9.598106 11.554503 3.440153 0.7 -0.2 0.0
H 11.014928 9.549040 -0.092721 0.2 0.1 0.0
H 8.690559 8.834307 -0.553817 0.3 0.1 -0.2
C 2.847655 10.101451 8.641640 -0.5 -0.7 0.0
C 2.682962 10.842472 7.459150 0.8 -0.3 1.6
C 3.495035 10.579652 6.369588 0.4 -1.0 0.3
C 4.465352 9.530209 6.507056 -1.7 1.3 -0.7
C 4.504076 8.739639 7.656075 1.3 -0.2 -1.4
C 3.706587 9.014578 8.723724 -0.4 0.5 0.0
N 5.272023 9.127695 5.322227 0.2 -1.3 -0.9
O 5.892178 8.061044 5.477209 -0.5 1.8 -0.6
O 5.216428 9.757594 4.245470 0.1 -0.8 2.4
H 2.194331 10.220465 9.493343 -0.1 0.6 0.0
H 2.013348 11.685605 7.543681 -0.2 -0.1 -0.7
H 3.252428 11.127403 5.470974 0.8 -0.1 -0.3
H 5.170453 7.889939 7.674741 0.1 0.0 -0.1
H 3.748089 8.335232 9.562267 -0.1 0.3 0.3
```
Forces are in eV/Å.

These are the Mulliken partial charges, in e, on atoms 1 to 8: 1.562, 0.324, -0.126, -0.280, -0.355, -0.330, 0.981, -0.355